[1]
DFT (wB97M-V/def2-TZVPD) results for a molecular structure, C26H42BBr2F2IO2P at a distorted geometry.

## Properties
Calculated total energy (eV): -195324.67715

ORCA input file:
```
! wB97M-V def2-TZVPD RIJCOSX def2/J DEFGRID3
* xyz -1 1
C -5.11 -1.44 -0.83
C -4.26 -0.41 -1.58
C -3.50 0.53 -0.65
C -2.74 1.63 -1.39
C -1.37 1.15 -1.91
C -0.26 1.58 -0.96
P 1.59 1.12 -1.13
C 3.39 0.62 -1.39
I 1.04 -0.29 -3.65
C 1.90 2.73 -2.21
O 2.76 2.53 -3.31
C 2.82 3.61 -4.19
B 2.05 2.25 0.50
O 1.06 3.00 1.13
C 3.51 2.52 1.09
C 4.06 3.93 0.77
C 1.12 -0.64 -0.19
Br 1.92 -2.26 -0.97
C 1.34 -0.88 1.32
C 2.75 -0.76 1.90
Br 0.02 0.12 2.41
H -6.14 -1.11 -0.73
H -5.13 -2.41 -1.34
H -4.72 -1.61 0.17
H -3.54 -0.93 -2.23
H -4.89 0.18 -2.25
H -4.18 0.93 0.11
H -2.76 -0.08 -0.10
H -3.35 1.98 -2.23
H -2.61 2.49 -0.71
H -1.41 0.06 -1.96
H -1.20 1.54 -2.91
H -0.53 1.24 0.05
H -0.29 2.67 -0.89
H 3.73 -0.06 -0.61
H 3.54 0.14 -2.35
H 3.98 1.53 -1.37
H 2.36 3.51 -1.57
H 0.93 3.11 -2.54
H 2.11 3.48 -5.02
H 3.83 3.67 -4.60
H 2.60 4.56 -3.69
H 1.18 3.94 1.07
H 3.38 2.46 2.18
H 4.25 1.77 0.83
H 3.83 4.64 1.57
H 3.64 4.35 -0.15
H 5.14 3.92 0.66
H 0.07 -0.80 -0.38
H 1.00 -1.89 1.51
H 3.41 -0.17 1.27
H 3.17 -1.76 2.01
H 2.73 -0.31 2.89
F -3.79 -5.34 -3.10
C -2.51 -5.20 -3.50
C -2.08 -5.91 -4.60
C -0.76 -5.76 -5.01
C 0.09 -4.91 -4.32
C -0.37 -4.20 -3.22
C -1.68 -4.35 -2.80
H -2.77 -6.57 -5.12
H -0.40 -6.30 -5.88
H 1.12 -4.78 -4.65
H 0.29 -3.54 -2.68
H -2.07 -3.80 -1.95
F 1.50 -0.23 6.48
C 0.19 -0.15 6.80
C -0.66 0.52 5.95
C -2.01 0.60 6.30
C -2.47 0.01 7.47
C -1.58 -0.65 8.30
C -0.24 -0.74 7.97
H -0.28 0.97 5.04
H -2.69 1.11 5.64
H -3.52 0.08 7.73
H -1.93 -1.11 9.22
H 0.48 -1.26 8.60
*
```



[2]
DFT (wB97M-V/def2-TZVPD) results for 3 unconnected molecules or ions with the total composition C26H42Br2F3N3O5S at a distorted geometry.

## Properties
⟨S²⟩: 2.008
Calculated total energy (eV): -201420.34167

ORCA input file:
```
! wB97M-V def2-TZVPD RIJCOSX def2/J DEFGRID3
* xyz 0 3
O 2.53 -6.01 -0.08
C 1.82 -5.60 -0.92
O 0.46 -5.55 -0.89
C 0.06 -5.96 -2.21
C -1.26 -5.33 -2.57
C -2.39 -6.26 -2.11
C -3.75 -5.60 -2.13
F -3.89 -4.85 -3.27
Br -3.96 -4.42 -0.61
C -4.95 -6.61 -2.16
F -5.21 -6.90 -3.46
F -6.08 -6.09 -1.63
Br -4.60 -8.27 -1.22
C 1.30 -5.58 -3.07
N 1.85 -6.80 -3.69
C 1.34 -7.34 -4.65
S 0.69 -8.05 -5.87
O 2.22 -5.10 -2.12
H -0.03 -7.05 -2.22
H -1.33 -5.19 -3.65
H -1.35 -4.37 -2.07
H -2.17 -6.58 -1.10
H -2.42 -7.14 -2.76
H 1.14 -4.84 -3.84
C -0.08 1.70 -1.18
C -0.08 0.16 -1.26
C 0.52 -0.45 0.01
C 2.04 -0.28 0.10
C 2.71 -0.86 -1.14
C 2.17 -0.26 -2.44
N 0.67 -0.35 -2.45
O 0.24 -1.49 -2.85
C 2.68 1.18 -2.60
C 2.70 -1.04 -3.64
C -1.55 -0.24 -1.36
H -0.02 2.03 -0.14
H 0.74 2.17 -1.72
H -0.99 2.11 -1.61
H 0.28 -1.52 0.05
H 0.03 0.01 0.87
H 2.29 0.77 0.23
H 2.41 -0.80 0.99
H 3.79 -0.70 -1.11
H 2.55 -1.94 -1.15
H 2.17 1.69 -3.41
H 3.75 1.15 -2.83
H 2.58 1.78 -1.69
H 2.48 -2.10 -3.56
H 3.78 -0.92 -3.68
H 2.26 -0.67 -4.57
H -1.98 0.12 -2.29
H -2.07 0.23 -0.53
H -1.73 -1.32 -1.31
C -1.49 6.70 3.89
C -1.44 5.16 3.79
C -1.00 4.52 5.11
C 0.49 4.69 5.41
C 1.32 4.15 4.25
C 0.96 4.78 2.91
N -0.53 4.70 2.70
O -0.88 3.56 2.21
C 1.48 6.23 2.87
C 1.62 4.04 1.77
C -2.86 4.69 3.47
H -1.58 7.02 4.93
H -0.62 7.19 3.47
H -2.35 7.08 3.34
H -1.23 3.45 5.08
H -1.60 4.95 5.92
H 0.73 5.74 5.60
H 0.74 4.15 6.32
H 2.39 4.31 4.43
H 1.17 3.06 4.18
H 1.07 6.77 2.01
H 2.56 6.21 2.78
H 1.25 6.80 3.77
H 1.39 2.98 1.78
H 2.71 4.15 1.85
H 1.31 4.44 0.80
H -3.16 5.03 2.48
H -3.53 5.12 4.21
H -2.95 3.61 3.51
*
```



[3]
DFT (wB97M-V/def2-TZVPD) results for a molecular structure, C26H42Cl2IN5O8P2SSn.

## Properties
Energy above the lowest of the compared OMol25 structures with the same formula, charge and spin (eV): 0.000
Calculated total energy (eV): -119857.73577

ORCA input file:
```
! wB97M-V def2-TZVPD RIJCOSX def2/J DEFGRID3
* xyz 2 1
Sn -0.48 -0.62 -0.45
C 1.83 -2.42 -3.74
C 2.63 -2.37 -2.47
N 3.72 -3.12 -2.42
C 4.51 -3.06 -1.35
C 4.27 -2.22 -0.27
C 5.25 -2.21 0.89
O 5.74 -0.92 1.19
C 3.11 -1.44 -0.30
C 2.84 -0.53 0.81
N 1.68 -0.08 1.09
C 1.56 0.77 2.22
C 2.19 0.52 3.43
C 2.02 1.38 4.50
C 1.20 2.49 4.39
C 0.53 2.74 3.20
C 0.72 1.87 2.14
I -0.25 2.18 0.32
C 2.26 -1.55 -1.40
O 1.14 -0.79 -1.52
H 2.07 -3.34 -4.27
H 2.10 -1.58 -4.38
H 0.77 -2.36 -3.54
H 5.39 -3.69 -1.36
H 6.06 -2.90 0.66
H 4.76 -2.57 1.80
H 6.44 -0.69 0.57
H 3.71 -0.23 1.39
H 2.82 -0.36 3.53
H 2.53 1.18 5.44
H 1.06 3.16 5.23
H -0.12 3.60 3.10
N -4.68 -0.53 -3.45
C -3.78 -0.09 -2.33
C -4.11 1.37 -1.98
P -2.06 -0.21 -3.03
O -1.57 -1.70 -2.66
O -2.21 0.07 -4.46
O -1.17 0.58 -2.05
P -3.90 -1.15 -0.83
O -3.93 -2.60 -1.52
O -5.05 -0.94 0.05
O -2.52 -0.88 -0.20
H -4.21 -0.23 -4.33
H -5.60 -0.09 -3.39
H -4.80 -1.54 -3.46
H -3.95 2.02 -2.84
H -3.46 1.71 -1.18
H -5.14 1.45 -1.64
H -1.70 -2.43 -3.28
H -4.63 -3.15 -1.13
C -3.16 -5.14 4.27
C -2.76 -6.05 3.11
C -3.05 -5.49 1.72
C -2.24 -4.26 1.32
N -2.76 -3.06 1.98
C -2.15 -1.92 2.19
S -0.42 -1.71 1.76
N -2.77 -0.95 2.82
C -2.30 0.40 3.14
C -2.65 0.78 4.58
C -1.71 0.22 5.64
C -1.67 -1.31 5.74
H -3.02 -5.65 5.22
H -4.21 -4.86 4.21
H -2.56 -4.23 4.31
H -3.29 -7.00 3.20
H -1.69 -6.29 3.18
H -4.12 -5.27 1.61
H -2.84 -6.26 0.97
H -2.27 -4.11 0.24
H -1.19 -4.38 1.61
H -3.73 -3.13 2.28
H -3.74 -1.12 3.07
H -2.76 1.09 2.43
H -1.22 0.43 3.00
H -3.68 0.50 4.79
H -2.63 1.87 4.63
H -2.00 0.63 6.60
H -0.69 0.59 5.45
H -2.67 -1.72 5.85
H -1.09 -1.62 6.60
H -1.21 -1.77 4.86
Cl 0.50 -4.13 -0.80
C 0.14 -5.35 -2.05
Cl -1.40 -5.04 -2.86
H 0.09 -6.32 -1.56
H 0.94 -5.31 -2.78
*
```



Please write out number 3 again, unchanged.
DFT (wB97M-V/def2-TZVPD) results for a molecular structure, C26H42Cl2IN5O8P2SSn.

## Properties
Energy above the lowest of the compared OMol25 structures with the same formula, charge and spin (eV): 0.000
Calculated total energy (eV): -119857.73577

ORCA input file:
```
! wB97M-V def2-TZVPD RIJCOSX def2/J DEFGRID3
* xyz 2 1
Sn -0.48 -0.62 -0.45
C 1.83 -2.42 -3.74
C 2.63 -2.37 -2.47
N 3.72 -3.12 -2.42
C 4.51 -3.06 -1.35
C 4.27 -2.22 -0.27
C 5.25 -2.21 0.89
O 5.74 -0.92 1.19
C 3.11 -1.44 -0.30
C 2.84 -0.53 0.81
N 1.68 -0.08 1.09
C 1.56 0.77 2.22
C 2.19 0.52 3.43
C 2.02 1.38 4.50
C 1.20 2.49 4.39
C 0.53 2.74 3.20
C 0.72 1.87 2.14
I -0.25 2.18 0.32
C 2.26 -1.55 -1.40
O 1.14 -0.79 -1.52
H 2.07 -3.34 -4.27
H 2.10 -1.58 -4.38
H 0.77 -2.36 -3.54
H 5.39 -3.69 -1.36
H 6.06 -2.90 0.66
H 4.76 -2.57 1.80
H 6.44 -0.69 0.57
H 3.71 -0.23 1.39
H 2.82 -0.36 3.53
H 2.53 1.18 5.44
H 1.06 3.16 5.23
H -0.12 3.60 3.10
N -4.68 -0.53 -3.45
C -3.78 -0.09 -2.33
C -4.11 1.37 -1.98
P -2.06 -0.21 -3.03
O -1.57 -1.70 -2.66
O -2.21 0.07 -4.46
O -1.17 0.58 -2.05
P -3.90 -1.15 -0.83
O -3.93 -2.60 -1.52
O -5.05 -0.94 0.05
O -2.52 -0.88 -0.20
H -4.21 -0.23 -4.33
H -5.60 -0.09 -3.39
H -4.80 -1.54 -3.46
H -3.95 2.02 -2.84
H -3.46 1.71 -1.18
H -5.14 1.45 -1.64
H -1.70 -2.43 -3.28
H -4.63 -3.15 -1.13
C -3.16 -5.14 4.27
C -2.76 -6.05 3.11
C -3.05 -5.49 1.72
C -2.24 -4.26 1.32
N -2.76 -3.06 1.98
C -2.15 -1.92 2.19
S -0.42 -1.71 1.76
N -2.77 -0.95 2.82
C -2.30 0.40 3.14
C -2.65 0.78 4.58
C -1.71 0.22 5.64
C -1.67 -1.31 5.74
H -3.02 -5.65 5.22
H -4.21 -4.86 4.21
H -2.56 -4.23 4.31
H -3.29 -7.00 3.20
H -1.69 -6.29 3.18
H -4.12 -5.27 1.61
H -2.84 -6.26 0.97
H -2.27 -4.11 0.24
H -1.19 -4.38 1.61
H -3.73 -3.13 2.28
H -3.74 -1.12 3.07
H -2.76 1.09 2.43
H -1.22 0.43 3.00
H -3.68 0.50 4.79
H -2.63 1.87 4.63
H -2.00 0.63 6.60
H -0.69 0.59 5.45
H -2.67 -1.72 5.85
H -1.09 -1.62 6.60
H -1.21 -1.77 4.86
Cl 0.50 -4.13 -0.80
C 0.14 -5.35 -2.05
Cl -1.40 -5.04 -2.86
H 0.09 -6.32 -1.56
H 0.94 -5.31 -2.78
*
```